No. 1
A 2-piece molecular cluster, C2H9NO overall. Source: the OMol25 dataset; level of theory: ωB97M-V/def2-TZVPD.

Computed properties:
- E: -211.50536 hartree
- Energy relative to the best compared isomer or geometry (same formula, charge and spin): 2.1691 eV
- Kohn-Sham gap: 10.726 eV
- Maximum force: 4.244 eV/Å
- SMILES string: CN.CO

The geometry in ORCA input format:
```
! wB97M-V def2-TZVPD RIJCOSX def2/J DEFGRID3
* xyz 0 1
C -2.008 0.472 0.110
C 1.683 0.467 -0.170
H -0.906 -1.213 -0.339
H -3.107 0.513 0.251
H -1.743 0.784 1.092
H -1.670 1.230 -0.522
H 1.440 -1.720 -0.336
H 1.583 -1.199 1.117
H 1.455 1.259 0.494
H 2.740 0.314 -0.634
H 1.296 1.007 -0.963
N 1.056 -0.951 0.198
O -1.821 -0.962 -0.298
*
```

***

No. 2
A 3-piece molecular cluster, C2H9NO overall. Source: the OMol25 dataset; level of theory: ωB97M-V/def2-TZVPD.

Computed properties:
- E: -211.49162 hartree
- Energy relative to the best compared isomer or geometry (same formula, charge and spin): 2.5431 eV
- Kohn-Sham gap: 11.549 eV
- Maximum force: 2.052 eV/Å
- SMILES string: [H][H].C1CO1.N

The geometry in ORCA input format:
```
! wB97M-V def2-TZVPD RIJCOSX def2/J DEFGRID3
* xyz 0 1
N -0.948 2.780 -0.974
H -1.132 3.660 -1.436
H -1.247 -3.523 -2.812
H 0.078 2.697 -1.027
H -1.031 3.011 0.025
C 0.949 -1.508 0.895
O 0.670 -0.128 0.949
C -0.128 -0.887 0.069
H 1.842 -1.858 0.395
H 0.626 -2.119 1.729
H 0.162 -0.845 -0.974
H -1.155 -1.135 0.274
H -1.880 -3.933 -2.961
*
```

***

No. 3
A 2-piece molecular cluster, C2H9NO overall. Source: the OMol25 dataset; level of theory: ωB97M-V/def2-TZVPD.

Computed properties:
- E: -211.55753 hartree
- Energy relative to the best compared isomer or geometry (same formula, charge and spin): 0.7496 eV
- Kohn-Sham gap: 10.911 eV
- Maximum force: 0.891 eV/Å
- SMILES string: COC.N

The geometry in ORCA input format:
```
! wB97M-V def2-TZVPD RIJCOSX def2/J DEFGRID3
* xyz 0 1
C 0.478 -0.449 1.337
N 1.524 0.224 -1.938
H 1.147 -1.312 1.362
H 0.101 -0.199 2.327
H 1.066 0.353 0.883
H 1.423 1.196 -2.219
H 0.968 -0.311 -2.597
H 1.125 0.112 -1.017
C -1.603 0.118 0.367
O -0.583 -0.840 0.488
H -2.288 -0.237 -0.399
H -1.198 1.102 0.097
H -2.160 0.244 1.310
*
```

***

No. 4
A 2-piece molecular cluster, C2H9NO2 overall. Source: the OMol25 dataset; level of theory: ωB97M-V/def2-TZVPD.

Computed properties:
- E: -286.78535 hartree
- Energy relative to the best compared isomer or geometry (same formula, charge and spin): 0.8989 eV
- Kohn-Sham gap: 10.088 eV
- Maximum force: 3.706 eV/Å
- SMILES string: NCCO.O

The geometry in ORCA input format:
```
! wB97M-V def2-TZVPD RIJCOSX def2/J DEFGRID3
* xyz 0 1
C -0.273 -1.113 2.148
O 1.055 -1.612 2.276
C -0.872 -0.964 0.797
N -0.015 -0.349 -0.269
H -0.824 -2.045 2.631
H -0.478 -0.266 2.778
H 1.620 -1.639 1.500
H -1.067 -1.944 0.393
H -1.867 -0.424 0.895
H 0.519 0.404 0.155
H -0.463 -0.067 -1.125
H 0.838 2.509 -3.946
H 0.844 4.068 -4.473
O 0.981 3.442 -3.759
*
```